1.
92
Properties=species:S:1:pos:R:3:lowdin_spin:R:1 method="wB97M-V/def2-TZVPD" charge=-1 de_lowest_kj_mol=102.79 s2=0.770 multiplicity=2 e_lumo_ev="2.136 / 2.134"
Hg -0.89068 0.05588 -0.03795 0.017
O -3.37000 -4.15598 -2.71425 0.003
C -3.79087 -3.19390 -3.54992 0.008
C -4.74607 -3.52822 -4.51228 0.000
C -5.20045 -2.58537 -5.41762 0.011
C -4.70431 -1.28655 -5.37948 -0.001
C -3.77167 -0.95063 -4.41249 0.009
C -3.30920 -1.87237 -3.48063 0.001
C -2.34706 -1.41264 -2.43420 0.048
O -2.06552 -0.18334 -2.31879 0.030
N -1.85381 -2.39830 -1.69846 0.002
N -0.93897 -2.02538 -0.76547 0.240
C -0.42046 -2.96754 0.00471 0.150
C 0.61182 -2.64525 0.90265 0.108
C 1.17693 -3.60648 1.78459 0.041
C 2.21228 -3.24981 2.60111 0.049
C 2.70928 -1.92864 2.54953 0.102
C 2.09037 -1.04561 1.68486 0.010
N 1.07022 -1.35482 0.89100 0.126
H -2.68985 -3.70020 -2.12228 0.001
H -5.11462 -4.54644 -4.53256 0.000
H -5.94129 -2.86673 -6.15719 0.001
H -5.04604 -0.54776 -6.09414 0.000
H -3.37076 0.05156 -4.35272 0.001
H -0.76492 -3.99413 -0.08634 0.010
H 0.77771 -4.61423 1.79519 0.000
H 2.64812 -3.97274 3.28121 0.002
H 3.54243 -1.61538 3.16394 0.007
H 2.43308 -0.01625 1.62152 -0.001
N 1.95373 2.58071 2.07535 0.000
C 1.92294 2.60093 0.68856 0.000
C 2.28021 3.80145 0.05572 0.000
C 2.32304 3.84343 -1.31864 0.000
C 2.03566 2.68745 -2.03926 0.000
C 1.71084 1.55318 -1.32445 0.000
N 1.63719 1.50170 0.00836 0.000
C 1.55948 1.61715 2.99838 0.000
C 2.07571 1.69916 4.29828 0.000
C 1.67626 0.76408 5.22770 0.002
C 0.78846 -0.23547 4.84113 0.001
C 0.33776 -0.22385 3.53597 0.001
N 0.69615 0.68840 2.63596 0.003
H 2.35912 3.40527 2.48251 0.000
H 2.51337 4.67800 0.64872 0.000
H 2.58412 4.76209 -1.82835 0.000
H 2.05648 2.67240 -3.11949 0.000
H 1.49248 0.61728 -1.83106 0.001
H 2.77720 2.48237 4.56069 0.000
H 2.06797 0.79632 6.23636 0.000
H 0.45118 -0.98998 5.53755 0.000
H -0.35418 -0.98070 3.17977 0.000
C -2.44018 4.99749 -2.26602 0.000
Si -4.08870 4.13351 -1.97955 0.000
C -5.44853 5.45262 -1.98511 0.000
C -4.43595 2.98891 -3.42564 0.000
Si -4.10886 3.02895 0.09083 0.001
Te -1.84386 2.33780 0.94087 0.015
Si -5.77506 1.38759 0.13776 0.000
C -5.87905 0.57013 1.83338 0.000
C -7.42632 2.26016 -0.18220 0.000
C -5.55873 0.04797 -1.15255 0.000
Si -4.54045 4.65388 1.74516 0.001
C -3.22217 6.00299 1.61902 0.001
C -4.42876 3.85841 3.45409 0.000
C -6.21963 5.52454 1.68332 0.000
H -2.38301 5.44950 -3.25963 0.000
H -1.62416 4.27623 -2.17057 0.000
H -2.27281 5.77968 -1.52106 0.000
H -5.50374 5.96428 -2.94981 0.000
H -5.26680 6.20629 -1.21545 0.000
H -6.42567 5.00468 -1.78463 0.000
H -4.37635 3.51791 -4.38036 0.000
H -5.43073 2.54404 -3.34401 0.000
H -3.70939 2.17382 -3.43780 0.000
H -6.15041 1.29285 2.60681 0.000
H -4.91216 0.14087 2.10810 0.000
H -6.62072 -0.23230 1.83904 0.000
H -7.57164 3.09830 0.50311 0.000
H -8.26558 1.57085 -0.05700 0.000
H -7.46700 2.65646 -1.20061 0.000
H -4.56251 -0.39315 -1.08792 0.000
H -5.66504 0.44239 -2.16443 0.000
H -6.29311 -0.75085 -1.02040 0.000
H -2.23401 5.55022 1.50161 0.001
H -3.20039 6.64579 2.50266 0.000
H -3.40063 6.63505 0.74410 0.000
H -3.54439 3.21988 3.51207 0.000
H -5.30111 3.22601 3.63798 0.000
H -4.37045 4.59795 4.25699 0.000
H -6.39431 6.00257 0.71814 0.000
H -6.27557 6.29500 2.45700 0.000
H -7.03653 4.81940 1.85298 0.000



2.
110
Properties=species:S:1:pos:R:3:mulliken_charge:R:1 method="wB97M-V/def2-TZVPD" de_lowest_kj_mol=2328.00 e_lumo_ev=-0.184
C -10.37375 1.85591 -14.72729 -0.182
C -11.00085 2.09368 -13.40689 -0.238
O -10.70648 3.40697 -13.03877 -0.394
C -10.04061 4.04918 -13.98440 0.507
O -9.63111 5.19374 -14.04211 -0.546
O -9.98051 3.20792 -15.01388 0.695
H -11.03233 1.44590 -15.49297 -0.601
H -9.47188 1.25607 -14.60512 0.703
H -10.65393 1.29956 -12.74573 0.409
H -12.08097 1.99080 -13.51108 -0.232
C -16.19027 3.25912 -17.37576 -0.373
C -14.94286 2.39564 -17.57176 0.835
O -15.55768 1.07759 -17.95414 -0.495
C -16.90671 1.31043 -18.25617 0.758
O -17.72261 0.49028 -18.69076 -0.678
O -17.25950 2.47946 -17.89878 -0.317
H -16.15802 4.27031 -17.78140 0.300
H -16.42581 3.29158 -16.31201 0.453
H -14.34064 2.23326 -16.67785 0.576
H -14.34439 2.63954 -18.44951 0.641
C -12.90342 2.13962 -20.38080 0.262
C -13.80874 0.97216 -20.69949 -0.438
O -15.00768 1.61449 -21.04337 -0.426
C -14.97025 2.88308 -20.63082 0.368
O -15.92517 3.61236 -20.64864 -0.578
O -13.89273 3.00122 -19.79299 -0.157
H -12.40873 2.52764 -21.27121 0.757
H -12.13318 1.93798 -19.63637 -0.756
H -14.02719 0.33282 -19.84413 0.364
H -13.30949 0.48816 -21.53889 0.619
C -11.32382 -1.98725 -18.87880 -0.099
C -11.83032 -1.47468 -20.20761 -1.270
O -12.38487 -0.24740 -19.88496 -0.127
C -12.55406 -0.02664 -18.59986 0.059
O -13.03069 0.96460 -18.11947 0.143
O -11.84874 -1.07216 -17.93808 -0.285
H -10.27229 -2.20894 -19.06113 0.116
H -11.89789 -2.89785 -18.70744 0.549
H -12.66868 -2.12414 -20.45951 0.323
H -11.10610 -1.53490 -21.02001 0.755
C -11.90362 2.91992 -16.95748 1.372
C -11.94837 3.93915 -18.09628 -0.749
O -11.42784 3.35766 -19.18625 -0.374
C -10.62990 2.31720 -18.73464 -1.564
O -9.91893 1.54333 -19.34482 -0.777
O -10.83452 2.11500 -17.34244 1.370
H -12.83255 2.39775 -17.18665 -1.723
H -11.74671 3.36525 -15.97505 -0.911
H -11.42853 4.82429 -17.72966 0.564
H -12.95323 4.35674 -18.15940 0.208
C -15.70897 1.22946 -14.43678 -0.378
C -14.51814 0.42166 -14.12063 -0.736
O -13.45891 1.12185 -14.61141 -0.165
C -13.88342 2.37042 -14.83839 0.460
O -13.14233 3.34288 -14.99194 -0.287
O -15.15982 2.43082 -14.83784 -0.382
H -16.37910 1.34360 -13.58474 0.451
H -16.20183 0.73339 -15.27291 0.159
H -14.69468 -0.42825 -14.77986 0.258
H -14.22838 0.06723 -13.13143 0.401
C -7.57920 -0.39084 -21.33140 -0.247
C -8.22416 -0.14831 -19.95448 -0.444
O -8.96040 -1.32831 -19.71286 -0.088
C -8.91500 -2.00808 -20.77592 0.536
O -9.73451 -2.86773 -20.96680 -0.640
O -8.07569 -1.60956 -21.63386 -0.387
H -6.49782 -0.43554 -21.20215 0.313
H -7.94730 0.20814 -22.16436 0.248
H -8.89046 0.70963 -20.04436 0.333
H -7.58855 0.16210 -19.12517 0.403
C -9.35243 0.22343 -17.40745 1.658
C -9.64097 -1.26279 -17.04884 -0.062
O -8.44772 -1.70741 -16.50051 -0.442
C -7.55079 -0.79117 -16.50978 0.536
O -6.43902 -0.89259 -16.11040 -0.635
O -8.01289 0.25053 -17.16409 -0.580
H -9.71427 1.09462 -16.86138 1.039
H -9.48215 0.43320 -18.46918 -0.656
H -9.88942 -1.93775 -17.86787 -0.245
H -10.46157 -1.30116 -16.33243 0.687
C -11.51325 6.08046 -15.51463 1.423
C -10.50126 6.63245 -16.44701 -0.380
O -10.63457 8.03417 -16.17479 -0.618
C -11.72239 8.31993 -15.41777 0.430
O -12.10682 9.39291 -14.96850 -0.662
O -12.32271 7.17447 -15.09198 -0.578
H -11.09091 5.59279 -14.63604 -0.285
H -12.16582 5.36177 -16.01034 -0.148
H -10.62091 6.31026 -17.48141 0.868
H -9.48506 6.49715 -16.07671 0.273
C -11.33216 7.70539 -20.77228 -0.452
C -12.58838 8.43313 -20.26864 -0.391
O -12.81135 7.96081 -18.98558 -0.431
C -12.04429 6.98079 -18.66503 0.619
O -12.23193 6.33919 -17.63023 -0.637
O -11.20790 6.75340 -19.68789 -0.213
H -10.36381 8.20509 -20.79877 0.271
H -11.45747 7.27067 -21.76395 0.266
H -13.40279 8.18997 -20.95107 0.328
H -12.39749 9.50368 -20.19387 0.337
C -8.15246 2.68229 -16.45511 -0.755
S -8.40617 4.47336 -16.93708 -0.107
O -9.89579 4.79758 -16.76355 -0.791
C -8.20629 4.11521 -18.71210 -0.233
H -8.94129 1.98431 -16.73560 -0.902
H -8.32357 2.64170 -15.37939 0.488
H -7.14727 2.35592 -16.72192 0.700
H -8.44427 4.98816 -19.31989 0.482
H -8.98649 3.38460 -18.92562 0.046
H -7.16953 3.79412 -18.81277 0.529